Record 1
This record from the Open Molecules 2025 dataset describes a cluster of 2 separate species, C2H5ISi in total. The level of theory is the ωB97M-V functional and the def2-TZVPD basis.

Each line ends with the Löwdin charge.
Geometry (Å):
C  -0.9502  -1.5849  0.0725  -0.1060
C  -0.9063  -0.3141  0.2883  -0.0323
Si  1.7851  1.4130  -0.1204  0.2095
I  3.1237  -0.6845  -0.1427  0.2328
H  -1.9683  -1.9755  0.2005  0.0678
H  -0.1982  -2.1624  -0.3443  0.0127
H  -1.6451  0.3863  0.3814  -0.0145
H  1.8381  2.2186  0.9891  -0.2118
H  2.3263  2.4300  -1.0517  -0.1582

Calculated values
HOMO energy (alpha / beta) in eV: -8.9 / -8.1
Energy relative to the best compared isomer or geometry (same formula, charge and spin) in kJ/mol: 378.9
Frontier orbital gap (alpha / beta) in eV: 7.77 / 7.80
Lowest unoccupied orbital energy (alpha / beta) in eV: -1.1 / -0.3

***

Record 2
This record from the Open Molecules 2025 dataset describes the ion C2H5N2 with charge +1. The level of theory is the ωB97M-V functional and the def2-TZVPD basis.

Each line ends with the Löwdin charge.
Geometry (Å):
N  -0.8291  0.6976  1.0857  0.2881
C  -0.2386  0.1588  0.0946  -0.2940
C  0.8102  -0.6888  -0.3493  0.0196
N  -0.1405  0.0742  -1.2226  0.2044
H  -0.5409  0.5460  2.0224  0.1462
H  -1.7970  1.0290  1.1001  0.1730
H  1.8084  -0.2617  -0.5331  0.1328
H  0.6954  -1.8147  -0.3200  0.1543
H  -0.4346  -0.2846  -2.1235  0.1756

Calculated values
Total charge: +1
HOMO energy in eV: -16.3
Energy relative to the best compared isomer or geometry (same formula, charge and spin) in kJ/mol: 74.7
Frontier orbital gap in eV: 11.98
Lowest unoccupied orbital energy in eV: -4.3
SMILES: [NH2+]=C1CN1

***

Record 3
This record from the Open Molecules 2025 dataset describes a structure of composition C2H5N2. The level of theory is the ωB97M-V functional and the def2-TZVPD basis.

Each line ends with the Löwdin charge.
Geometry (Å):
C  0.8101  -1.7409  -1.0416  -0.0150
C  -0.4678  1.0040  0.8884  -0.1352
N  -0.7722  -0.1548  0.3768  0.2669
N  0.8863  -0.8488  -0.2221  0.1340
H  -0.0647  -2.4943  -1.1959  0.1581
H  1.5998  -1.9164  -1.8063  0.1357
H  -1.2279  1.7481  0.9465  0.1173
H  0.5208  1.3983  0.8825  0.1207
H  -0.3499  0.7353  1.9831  0.2174

Calculated values
Total charge: +1
HOMO energy (alpha / beta) in eV: -15.9 / -15.8
Energy relative to the best compared isomer or geometry (same formula, charge and spin) in kJ/mol: 605.0
Frontier orbital gap (alpha / beta) in eV: 7.48 / 8.01
Lowest unoccupied orbital energy (alpha / beta) in eV: -8.4 / -7.8

***

Record 4
This record from the Open Molecules 2025 dataset describes a cluster of 2 separate species, C2H5N2O in total. The level of theory is the ωB97M-V functional and the def2-TZVPD basis.

Each line ends with the Löwdin charge.
Geometry (Å):
C  -2.4367  0.2010  -0.1210  -0.3617
C  0.4098  0.2472  1.0393  0.1555
N  -3.5748  0.0358  -0.2747  0.2873
N  1.3130  -0.1097  -0.0691  0.0571
O  -1.3236  0.4875  0.0150  0.0789
H  0.7618  1.1826  1.4748  0.0530
H  -4.4716  -0.4093  -0.5279  0.1543
H  1.7632  0.7145  -0.6237  0.2009
H  0.7310  -0.5730  -0.8178  0.1693
H  2.0136  -0.8712  0.1989  0.2053

Calculated values
Total charge: +1
HOMO energy (alpha / beta) in eV: -13.8 / -13.8
Energy relative to the best compared isomer or geometry (same formula, charge and spin) in kJ/mol: 489.9
Frontier orbital gap (alpha / beta) in eV: 8.66 / 8.66
Lowest unoccupied orbital energy (alpha / beta) in eV: -5.1 / -5.1

***

Record 5
This record from the Open Molecules 2025 dataset describes the ion C2H5N2O with charge +1. The level of theory is the ωB97M-V functional and the def2-TZVPD basis.

Each line ends with the Löwdin charge.
Geometry (Å):
C  0.5348  0.0506  0.2204  -0.0526
C  -1.3848  -0.8753  0.0253  0.1094
N  -0.4110  1.0249  0.0599  0.0757
N  1.8034  0.1293  -0.0802  0.2037
O  -1.6451  0.4427  -0.0642  -0.0308
H  -1.1251  -1.5230  -0.8756  0.1354
H  -1.8952  -1.4571  0.7856  0.1142
H  -0.3025  1.9491  0.3172  0.1509
H  2.3851  -0.6424  0.2715  0.1607
H  2.0403  0.9012  -0.6600  0.1334

Calculated values
Total charge: +1
HOMO energy in eV: -15.1
Energy relative to the best compared isomer or geometry (same formula, charge and spin) in kJ/mol: 533.6
Frontier orbital gap in eV: 9.52
Lowest unoccupied orbital energy in eV: -5.6

***

Record 6
This record from the Open Molecules 2025 dataset describes a cluster of 2 separate species, C2H5N2O in total. The level of theory is the ωB97M-V functional and the def2-TZVPD basis.

Each line ends with the Löwdin charge.
Geometry (Å):
C  0.5221  1.8380  0.3400  0.2846
C  -1.2582  -1.0739  -0.3616  -0.0515
N  1.5511  1.5163  0.7645  0.0025
N  -0.4718  -0.1769  -0.7373  0.0199
O  2.4980  0.7277  1.0484  0.1780
H  -0.3263  2.4319  0.1172  0.1260
H  -1.7537  -1.7745  -1.0322  0.0899
H  3.2767  1.1945  1.4257  0.1948
H  -1.4660  -1.1826  0.6954  0.0778
H  -0.3021  -0.0956  -1.7395  0.0780

Calculated values
Total charge: +1
HOMO energy in eV: -14.6
Energy relative to the best compared isomer or geometry (same formula, charge and spin) in kJ/mol: 486.5
Frontier orbital gap in eV: 10.18
Lowest unoccupied orbital energy in eV: -4.4